1.
The following is a quantum chemistry calculation of a gas-phase ion, C22H40N (charge +1), from the OMol25 dataset.

## Properties
- Molar mass: 318.6 g/mol
- Energy above the lowest of the compared OMol25 structures with the same formula, charge and spin: 11.02 kJ/mol
- Net charge: +1
- HOMO-LUMO gap: 10.053 eV
- Structure (SMILES): CCCCCCCCCCCCC[N+](C)(C)Cc1ccccc1
- Spin multiplicity: 1
- F_max: 0.98 eV/A

Last column: Mulliken charge in e.
Cartesian coordinates (Å):
C  1.25  2.26  -5.71  -1.1623
C  -0.25  2.26  -5.42  -0.4700
C  -0.69  3.46  -4.57  -0.6845
C  -0.15  3.43  -3.14  -0.3346
C  -0.72  4.57  -2.31  -0.8235
C  -0.11  4.68  -0.91  -0.8030
C  -0.43  3.49  -0.01  -0.1849
C  0.08  3.70  1.41  -0.8789
C  -0.29  2.56  2.37  -0.8447
C  0.49  1.28  2.09  -0.2014
C  0.09  0.17  3.06  -1.1216
C  0.98  -1.07  2.98  -0.3587
C  0.87  -1.73  1.61  -1.0596
N  1.44  -3.11  1.49  0.2065
C  1.45  -3.47  0.06  -1.0264
C  2.82  -3.14  2.00  -0.9626
C  0.62  -4.11  2.25  -0.9785
C  -0.82  -4.22  1.80  0.5084
C  -1.80  -3.43  2.39  -0.0318
C  -3.12  -3.53  1.98  -0.8495
C  -3.47  -4.43  0.98  -0.5030
C  -2.50  -5.23  0.40  -0.6606
C  -1.18  -5.13  0.81  -0.4303
H  1.83  2.15  -4.80  0.3008
H  1.50  1.44  -6.38  0.3598
H  1.54  3.19  -6.20  0.2896
H  -0.79  2.29  -6.36  0.3328
H  -0.52  1.34  -4.90  0.2893
H  -0.37  4.38  -5.06  0.3296
H  -1.78  3.47  -4.53  0.3692
H  0.94  3.52  -3.16  0.2473
H  -0.40  2.47  -2.69  0.2472
H  -1.80  4.45  -2.22  0.3231
H  -0.55  5.51  -2.83  0.3963
H  -0.48  5.59  -0.43  0.3877
H  0.98  4.78  -1.00  0.3270
H  0.02  2.59  -0.44  0.0617
H  -1.51  3.34  0.01  0.2666
H  -0.35  4.63  1.80  0.4025
H  1.16  3.83  1.40  0.3587
H  -0.08  2.88  3.39  0.4047
H  -1.36  2.36  2.29  0.3862
H  1.56  1.48  2.19  0.2587
H  0.30  0.96  1.06  0.1582
H  -0.95  -0.11  2.89  0.2852
H  0.16  0.56  4.08  0.4365
H  0.67  -1.76  3.77  0.3284
H  2.01  -0.77  3.18  0.4975
H  1.38  -1.10  0.88  0.4750
H  -0.19  -1.79  1.32  0.4238
H  1.83  -4.48  -0.07  0.3628
H  2.10  -2.79  -0.49  0.4295
H  0.45  -3.42  -0.35  0.4531
H  3.41  -2.37  1.51  0.3610
H  3.27  -4.11  1.79  0.4517
H  2.84  -2.97  3.07  0.3948
H  0.65  -3.84  3.30  0.5338
H  1.11  -5.08  2.13  0.6229
H  -1.55  -2.75  3.18  0.4358
H  -3.87  -2.92  2.44  0.4214
H  -4.50  -4.51  0.66  0.4054
H  -2.77  -5.94  -0.36  0.4068
H  -0.44  -5.77  0.37  0.4330

---

2.
The following is a quantum chemistry calculation of a molecular structure, C16H50AlClO21P5 at a distorted geometry, from the OMol25 dataset.

## Properties
- Molar mass: 795.9 g/mol
- Energy above the lowest of the compared OMol25 structures with the same formula, charge and spin: 0.00 kJ/mol
- Net charge: -1
- HOMO-LUMO gap: 4.091 eV
- Spin multiplicity: 1
- F_max: 8.55 eV/A

Last column: Mulliken charge in e.
Cartesian coordinates (Å):
C  -1.47  -0.14  -3.36  -0.8132
Al  -3.40  -0.60  -2.88  0.3368
O  -4.42  0.83  -3.42  -0.5633
Cl  -3.98  -2.48  -4.03  -0.4892
H  -1.17  0.82  -2.94  0.0670
H  -1.47  -0.07  -4.46  0.2327
H  -0.79  -0.97  -3.12  0.2304
H  -3.59  -0.86  -1.30  -0.2174
H  -4.05  1.09  -4.27  0.2334
C  2.89  1.64  -1.10  -0.8309
O  1.80  2.59  -1.19  -0.2236
P  1.35  3.35  0.25  0.8864
O  -0.13  3.33  0.01  -0.4891
O  2.05  4.76  -0.17  -0.2954
C  2.46  5.08  -1.49  -0.5690
O  1.40  3.87  1.83  -0.4848
C  0.35  4.73  2.25  -0.4887
H  3.08  1.26  -2.10  0.2609
H  3.79  2.13  -0.73  0.3593
H  2.61  0.82  -0.45  0.3393
H  1.63  4.97  -2.20  0.2646
H  3.31  4.47  -1.79  0.2205
H  2.78  6.12  -1.50  0.2779
H  -0.57  4.16  2.41  0.2330
H  0.18  5.53  1.53  0.2657
H  0.66  5.16  3.21  0.2618
C  6.96  -1.46  -6.44  -0.7919
O  6.39  -0.91  -5.23  -0.2753
P  6.68  -1.77  -3.80  1.0039
O  5.31  -1.53  -3.24  -0.5738
O  7.78  -0.69  -3.25  -0.2921
C  7.97  0.60  -3.82  -0.5559
O  7.24  -2.85  -2.66  -0.4501
C  6.72  -2.72  -1.34  -0.4928
H  6.71  -0.80  -7.27  0.2359
H  8.05  -1.54  -6.36  0.3625
H  6.54  -2.45  -6.64  0.3329
H  7.04  1.16  -3.86  0.2832
H  8.41  0.52  -4.81  0.2060
H  8.68  1.13  -3.18  0.2643
H  5.71  -3.11  -1.29  0.2464
H  6.75  -1.69  -1.01  0.2604
H  7.36  -3.33  -0.70  0.2381
C  -2.01  -4.05  1.17  -0.7851
O  -1.26  -4.58  0.05  -0.2710
P  -1.14  -6.26  -0.05  1.0543
O  0.29  -6.31  -0.51  -0.6617
O  -2.21  -6.38  -1.27  -0.3081
C  -2.65  -5.27  -2.06  -0.5723
O  -1.41  -7.86  0.30  -0.4474
C  -0.68  -8.81  -0.46  -0.5272
H  -2.02  -2.97  1.10  0.2863
H  -3.04  -4.42  1.14  0.3354
H  -1.54  -4.34  2.11  0.3308
H  -1.81  -4.73  -2.50  0.3113
H  -3.26  -4.59  -1.47  0.2175
H  -3.27  -5.66  -2.86  0.2844
H  0.35  -8.86  -0.13  0.2332
H  -0.74  -8.59  -1.52  0.2747
H  -1.15  -9.78  -0.27  0.2390
C  -4.37  -4.87  6.67  -0.8215
O  -3.17  -4.44  6.00  -0.2284
P  -2.29  -3.19  6.74  1.0031
O  -1.93  -2.51  5.46  -0.5937
O  -1.12  -4.20  7.26  -0.2859
C  -0.97  -5.54  6.81  -0.4969
O  -1.67  -2.07  7.81  -0.4548
C  -0.55  -1.31  7.37  -0.4891
H  -4.81  -5.69  6.10  0.2362
H  -4.15  -5.23  7.68  0.3646
H  -5.09  -4.05  6.72  0.3389
H  -0.91  -5.59  5.72  0.2222
H  -1.79  -6.17  7.17  0.2049
H  -0.04  -5.93  7.23  0.2621
H  -0.86  -0.55  6.66  0.2333
H  0.21  -1.96  6.92  0.2716
H  -0.13  -0.82  8.25  0.2340
C  -4.31  9.22  1.10  -0.7846
O  -3.58  8.97  -0.12  -0.3062
P  -3.26  7.34  -0.48  1.0105
O  -1.88  7.55  -1.01  -0.6445
O  -4.40  7.27  -1.64  -0.2653
C  -5.00  8.40  -2.24  -0.5918
O  -3.34  5.70  -0.33  -0.4051
C  -2.56  4.92  -1.26  -0.3997
H  -4.46  10.30  1.19  0.2341
H  -5.28  8.73  1.08  0.3577
H  -3.73  8.87  1.96  0.3224
H  -4.25  9.08  -2.65  0.2823
H  -5.64  8.92  -1.53  0.2123
H  -5.63  8.05  -3.06  0.2629
H  -1.51  4.95  -0.99  0.1459
H  -2.71  5.27  -2.28  0.2649
H  -2.90  3.89  -1.18  0.3027